[1]
The following is a quantum chemistry calculation of C25H38ClN6O2TeV as an isolated structure, from the Open Molecules 2025 dataset.

Output
lowest unoccupied orbital energy (spin up / spin down)	0.253 / 0.249	eV
spin multiplicity	3
energy above the lowest of the compared OMol25 structures with the same formula, charge and spin	0.0000	eV
molar mass	668.62	g/mol
HOMO energy (spin up / spin down)	-6.73 / -7.03	eV

```
74
Properties=species:S:1:pos:R:3:nbo_charge:R:1
H 1.44413 -2.96119 -3.75936 0.22
H -1.47633 -3.96316 -1.53924 0.21
H 3.75019 -1.94316 -1.18198 0.21
H -0.31075 4.62723 0.24332 0.39
Te 0.88785 -0.52639 -2.81624 0.70
H 0.41666 -0.44771 4.27829 0.20
N 0.57812 -1.37609 0.22174 -0.82
C 2.68719 -4.16493 1.36156 -0.21
C 0.79724 -2.63598 -2.95028 -0.89
H 1.12761 -3.05314 -2.00262 0.25
H -5.37946 3.53185 -2.63605 0.23
H -1.28131 0.06995 4.36123 0.22
H -0.70356 0.88241 -4.44106 0.24
C -0.89019 2.38787 -2.04809 0.76
Cl -5.28899 5.64680 -4.52406 0.00
H 3.72905 -4.35840 1.59049 0.20
C 0.42896 -4.91460 1.18888 -0.24
H -1.44828 -2.21940 -1.22281 0.21
N 0.16359 2.84958 1.91656 -0.65
H -2.48023 5.71431 -4.89385 0.23
H -0.23104 -2.93217 -3.13862 0.23
H -3.54906 2.19278 -1.59535 0.24
H 2.99744 -0.42811 -0.65490 0.21
C -1.69837 4.18065 -3.59996 -0.17
V 0.02236 0.11703 -0.31680 1.03
H -0.16145 0.52977 5.64117 0.21
C 3.40406 -1.81715 0.96770 -0.23
H -0.55940 -0.23615 2.31573 0.38
H -3.19173 -2.48958 1.48587 0.21
C -2.00090 3.19507 -2.66703 -0.10
C -2.10366 -2.39656 1.49168 -0.59
H 1.75403 2.23174 -0.74252 0.38
C 0.76498 2.95963 0.67379 0.65
C 1.01183 2.51863 4.49969 -0.40
H -1.93662 -4.40399 0.83987 0.20
H -0.51510 -0.76785 -5.07525 0.23
H -1.76343 -2.52164 2.52270 0.20
H 0.87056 4.21115 -0.88528 0.42
O 0.26637 2.49813 -2.48903 -0.73
C 3.13412 -0.74262 2.02346 -0.61
H 3.00375 -1.19748 3.00807 0.20
H -1.85996 -1.38598 1.16154 0.20
C 0.00721 -3.64756 0.79727 0.05
H 2.06549 -6.18468 1.75383 0.21
C 0.96446 -2.62605 0.65831 0.06
C -1.85569 -3.17591 -0.88492 -0.59
N 0.58146 4.18569 0.08243 -0.82
H 0.69415 3.55708 4.41672 0.20
N 1.46766 1.99816 0.20716 -0.81
H 2.24219 -0.17005 1.76786 0.23
C 1.75950 -5.18969 1.46064 -0.23
H 2.01072 2.42183 4.06845 0.21
H 3.97132 -0.04322 2.07930 0.20
C -4.34513 3.70726 -2.89395 -0.25
N -0.53496 0.64304 1.81286 -0.76
C 2.31868 -2.88270 0.96997 -0.01
C -0.11634 1.61948 2.52551 0.65
C 3.72525 -1.19124 -0.38994 -0.59
H 4.31043 -2.34617 1.28329 0.19
H -2.94180 -3.14211 -0.99331 0.20
O -1.24491 1.62081 -1.09439 -0.80
N 0.06011 1.60630 3.87771 -0.42
C -0.69906 -0.17327 -4.18355 -0.88
C -3.32682 2.96240 -2.32167 -0.17
C -2.70498 4.94105 -4.17244 -0.25
H -0.31227 -5.69973 1.28539 0.20
H 4.70579 -0.71081 -0.35571 0.21
H 1.06300 2.27782 5.55818 0.21
H -1.64252 -0.45300 -3.72159 0.22
C -4.01938 4.69479 -3.81005 -0.02
C -1.48054 -3.44495 0.57114 -0.25
H -0.21485 3.67813 2.34121 0.41
C -0.25347 0.36957 4.57069 -0.42
H -0.66497 4.33654 -3.87937 0.24
```

***

[2]
The following is a quantum chemistry calculation of a 7-piece molecular cluster, C25H38N2O19 overall, from the Open Molecules 2025 dataset.

Output
lowest unoccupied orbital energy	0.287	eV
SMILES	C#C[C@@](CN)(CNC)OC.O=C1OCCO1.O=C1OCCO1.O=C1OCCO1.O=C1OCCO1.O=C1OCCO1.O=C1OCCO1
molar mass	670.57	g/mol
HOMO energy	-8.81	eV

```
84
Properties=species:S:1:pos:R:3:mulliken_charge:R:1
O -0.72154 1.91687 -3.93207 -0.53
O -0.16675 3.49013 -0.36032 -0.37
H 2.49592 -0.97818 -0.50113 0.14
O 6.75318 4.43588 -7.56001 -0.52
C -2.17002 -1.61542 2.99624 0.76
O -2.29459 3.48036 -3.51114 -0.22
H -4.12688 3.14371 -6.12666 0.30
O 2.15997 -2.57799 3.60533 -0.56
C 1.17492 -3.01586 6.82029 -0.45
H 4.14046 2.75361 -5.29528 0.19
C 4.22089 -0.99974 -1.81808 -0.38
C 0.46933 2.75954 -1.41023 0.52
H 4.04953 -1.18861 0.33425 0.33
H -3.81566 2.19691 3.20565 0.26
H 2.28322 3.90936 -1.65313 0.37
C -3.37510 3.99613 -4.28100 -0.35
O 3.73895 2.35436 -1.96057 -0.50
O -3.94446 1.11242 1.43918 -0.39
H -4.47959 -0.15134 -0.78587 0.41
H -1.58663 1.49384 0.16297 -0.03
O 0.22218 -2.68098 4.76441 -0.16
H -0.38528 -4.24671 5.95209 0.14
O 0.55378 5.00309 -1.85753 -0.37
H -4.48319 2.17368 -4.68154 0.27
N -5.38832 -1.27451 0.78197 -0.33
H -4.19386 4.31601 -3.63698 0.30
C 1.57344 -2.76779 4.62703 0.55
C 5.69241 3.95862 -4.37730 -0.15
C -6.61836 -0.63055 0.23076 -0.72
C -2.68227 -0.96236 2.09694 -1.87
H -3.02064 4.85493 -4.85678 0.29
H 1.24104 -2.03596 7.30066 0.28
O 6.71019 3.88111 -5.37007 -0.34
C 4.43048 3.80058 -5.17324 0.03
O 4.78954 4.33148 -6.44566 -0.35
O 1.62194 -8.16234 5.22814 -0.32
H -2.16334 1.64227 2.56445 0.33
O 3.99336 0.19153 -2.56591 -0.31
C 3.55404 -0.70289 -0.50604 -0.21
H 5.81584 3.17347 -3.63237 0.14
C 3.79383 1.19471 -1.67268 0.66
C -4.16925 -0.85491 0.05702 -0.86
N -0.78809 -0.45533 0.06209 -0.48
H -0.29881 2.33740 -2.06367 -0.17
O 3.66178 0.71468 -0.41038 -0.30
H 1.32210 -3.78957 7.57366 0.33
H 5.29857 -1.15234 -1.71608 0.27
H 1.07667 1.94842 -1.00703 0.20
C 0.76618 -7.35288 5.90648 0.66
H 1.21814 -5.96946 3.52409 0.19
C -0.19930 4.79615 -0.74356 0.56
H -1.05565 -1.43800 -0.03460 0.26
H -0.29914 -0.27400 0.94088 0.26
H -6.57538 0.50348 0.29942 0.23
C 6.14332 4.23527 -6.55601 0.59
O 0.69295 -7.29295 7.09436 -0.53
H -3.02171 2.99183 1.71787 0.24
C -0.10223 -3.19590 6.05327 -0.16
H -5.35845 -0.96474 1.76009 0.28
H -2.33821 0.40843 -1.08684 0.10
H -6.78311 -0.97862 -0.83734 0.28
C -1.96971 0.44603 -0.02282 -0.50
H 3.78736 -1.86352 -2.32139 0.32
C 1.25074 -8.11419 3.85451 -0.35
C -3.16515 0.02246 0.95748 1.58
H 2.12978 -8.16803 3.21264 0.32
O -0.80941 5.65040 -0.17390 -0.59
O 0.00176 -6.61590 5.05298 -0.30
H 3.59389 4.35135 -4.74391 0.14
C 1.29251 3.80477 -2.09373 -0.29
O -2.51816 2.12780 -5.28762 -0.37
H 5.75598 4.93130 -3.88194 0.27
C -1.74828 2.45638 -4.21787 0.59
C 0.53817 -6.79688 3.74535 -0.25
H 1.39748 3.61820 -3.16276 0.22
C -3.74898 2.83224 -5.15317 -0.39
H -0.25539 -6.81163 2.99848 0.32
C -3.18724 2.01296 2.27746 -0.71
H -0.93418 -2.64552 6.49357 0.35
H -3.64892 -1.73410 -0.42820 0.21
H -2.11015 -2.26571 3.90483 0.42
O 2.16917 -3.09946 5.80379 -0.35
H -7.47178 -0.97191 0.90286 0.31
H 0.59819 -8.96333 3.63481 0.25
```

***

> The highest molar mass belongs to which entry?

C25H38N2O19

***

> Among the records above, which one has the lowest molar mass?

C25H38ClN6O2TeV

***

> The highest molar mass belongs to which entry?

C25H38N2O19

***

> The lowest molar mass belongs to which entry?

C25H38ClN6O2TeV